1.
A cluster of 10 separate species, C41H90Cl12OS in total in a non-equilibrium geometry, computed with wB97M-V/def2-TZVPD.

Positions of all 145 atoms, in Å:
C 2.692 -2.194 1.452
S 4.139 -2.960 0.675
O 5.448 -2.794 1.415
C 3.611 -4.719 0.856
H 2.520 -2.519 2.479
H 1.839 -2.385 0.799
H 2.808 -1.110 1.485
H 3.539 -4.949 1.916
H 4.283 -5.381 0.320
H 2.629 -4.743 0.380
C 1.576 6.490 1.067
Cl 3.048 7.083 0.287
Cl 1.167 4.873 0.433
Cl 1.838 6.371 2.802
Cl 0.266 7.642 0.732
C -3.972 -0.714 4.156
Cl -5.569 -0.865 4.874
Cl -3.309 0.828 4.687
Cl -2.884 -2.034 4.579
Cl -4.111 -0.638 2.367
C -3.081 5.033 2.037
Cl -4.131 6.388 1.596
Cl -3.860 3.894 3.120
Cl -2.604 4.152 0.553
Cl -1.627 5.731 2.807
C 7.253 1.216 -2.644
C 7.458 -0.313 -2.683
C 6.130 -1.082 -2.553
C 6.327 -2.598 -2.683
C 7.191 -3.219 -1.570
C 7.280 -4.754 -1.650
H 8.148 1.792 -2.886
H 6.867 1.578 -1.692
H 6.554 1.499 -3.436
H 8.035 -0.519 -3.585
H 8.070 -0.687 -1.859
H 5.474 -0.765 -3.371
H 5.630 -0.809 -1.621
H 5.353 -3.066 -2.846
H 6.869 -2.764 -3.623
H 8.196 -2.813 -1.654
H 6.712 -3.036 -0.609
H 7.619 -5.057 -2.649
H 8.084 -5.136 -1.020
H 6.326 -5.246 -1.469
C -2.852 -1.483 -7.574
C -2.154 -1.071 -6.298
C -2.443 0.418 -5.977
C -1.971 0.889 -4.569
C -2.588 2.253 -4.295
C -1.993 2.898 -3.053
H -2.700 -2.518 -7.884
H -2.609 -0.850 -8.433
H -3.937 -1.372 -7.481
H -2.496 -1.727 -5.492
H -1.064 -1.145 -6.290
H -3.524 0.557 -6.044
H -1.922 0.998 -6.739
H -2.279 0.110 -3.867
H -0.880 0.903 -4.570
H -2.286 2.952 -5.089
H -3.672 2.275 -4.408
H -2.465 3.845 -2.780
H -2.109 2.254 -2.174
H -0.927 3.067 -3.210
C -1.211 -5.541 4.792
C -1.756 -5.395 3.365
C -0.780 -4.673 2.454
C -1.262 -4.406 1.017
C -2.413 -3.431 0.875
C -2.698 -2.947 -0.540
H -1.930 -6.072 5.416
H -1.081 -4.522 5.169
H -0.231 -5.994 4.944
H -2.139 -6.327 2.938
H -2.689 -4.820 3.409
H 0.191 -5.180 2.461
H -0.493 -3.687 2.849
H -0.377 -4.013 0.499
H -1.428 -5.373 0.529
H -3.328 -3.909 1.252
H -2.301 -2.642 1.624
H -3.212 -3.705 -1.129
H -3.326 -2.055 -0.524
H -1.774 -2.641 -1.039
C 3.521 1.954 -1.518
C 2.212 1.198 -1.392
C 1.323 1.564 -0.189
C 0.037 0.696 -0.303
C -0.509 0.141 1.007
C -1.100 1.225 1.929
H 4.114 1.527 -2.331
H 4.188 1.824 -0.659
H 3.408 3.030 -1.668
H 1.733 1.206 -2.374
H 2.515 0.153 -1.235
H 1.057 2.616 -0.296
H 1.905 1.311 0.697
H -0.694 1.329 -0.809
H 0.268 -0.125 -0.986
H -1.286 -0.597 0.778
H 0.195 -0.461 1.592
H -0.480 2.114 2.024
H -2.051 1.542 1.495
H -1.297 0.707 2.864
C -4.980 -0.639 -2.617
C -4.232 0.415 -1.787
C -5.124 1.074 -0.723
C -5.709 2.406 -1.161
C -6.705 3.031 -0.188
C -8.028 2.269 -0.132
H -4.311 -1.295 -3.178
H -5.791 -0.260 -3.236
H -5.453 -1.350 -1.925
H -3.282 -0.009 -1.473
H -4.061 1.242 -2.484
H -4.513 1.280 0.167
H -5.921 0.477 -0.272
H -4.940 3.130 -1.455
H -6.265 2.351 -2.109
H -6.360 3.054 0.853
H -6.947 4.066 -0.437
H -7.873 1.225 0.172
H -8.699 2.680 0.622
H -8.505 2.123 -1.105
C 4.140 2.310 2.331
C 2.995 2.781 3.229
C 2.282 1.686 4.013
C 1.047 2.220 4.716
C 0.365 1.104 5.523
C -0.640 1.647 6.546
H 4.269 2.972 1.474
H 3.878 1.342 1.892
H 5.059 2.185 2.902
H 3.297 3.659 3.810
H 2.233 3.261 2.595
H 3.006 1.279 4.730
H 2.091 0.817 3.370
H 1.435 2.999 5.385
H 0.318 2.716 4.077
H -0.156 0.498 4.778
H 1.094 0.487 6.049
H -1.084 0.852 7.159
H -0.195 2.285 7.309
H -1.516 2.058 6.046

Results
Molar mass ... 1056.67 u
HOMO level ... -8.911 eV
ΔE to the lowest compared entry with this formula, charge and spin ... 0.530 eV
E_LUMO ... 0.1593 eV
Spin multiplicity ... 1
E ... -7611.78043 Eh
Orbital gap ... 9.0698 eV

Atomic partial charges in e from the Löwdin method, atoms 1 to 5: atom 1 (C): -0.272, atom 2 (S): 0.808, atom 3 (O): -0.552, atom 4 (C): -0.228, atom 5 (H): 0.062

---

2.
A cluster of 4 separate species, C41H91N7O6 in total in a non-equilibrium geometry, computed with wB97M-V/def2-TZVPD.

Positions of all 145 atoms, in Å:
C -12.133 -1.999 3.276
C -10.549 -1.859 2.796
C -9.514 -2.786 3.698
C -7.937 -2.673 3.152
C -7.574 -1.048 3.318
N -7.925 -3.159 1.735
C -8.409 -4.564 1.541
C -9.781 -4.571 0.584
O -10.985 -4.895 1.075
C -6.705 -2.793 0.944
N -5.260 -3.047 1.274
O -4.830 -2.433 2.382
C -3.923 -1.354 1.962
C -2.732 -0.988 3.026
N -1.621 -0.312 2.212
C -1.358 1.101 2.688
C -1.945 2.253 1.636
C -1.627 3.783 2.212
O -1.326 2.191 0.299
C -4.825 -4.479 1.155
C -5.148 -5.205 -0.287
C -5.267 -5.431 2.459
C -3.966 -6.172 3.155
C -3.730 -5.548 4.655
N -6.927 -2.113 -0.262
C -8.265 -1.713 -0.818
C -8.286 -0.183 -1.492
C -8.210 0.965 -0.326
O -6.884 1.568 -0.130
C -6.449 2.312 -1.323
C -5.704 -1.755 -1.133
O -4.980 -0.641 -0.992
O -5.305 -2.659 -2.250
H -12.762 -2.520 2.408
H -12.585 -0.897 3.348
H -12.245 -2.531 4.313
H -10.538 -2.108 1.652
H -10.305 -0.694 2.875
H -9.513 -2.292 4.779
H -9.865 -3.893 3.842
H -7.294 -3.311 3.900
H -7.521 -0.488 2.290
H -8.395 -0.504 3.992
H -6.574 -0.992 3.947
H -7.642 -5.261 0.949
H -8.625 -5.163 2.551
H -9.620 -4.246 -0.552
H -4.552 -0.370 1.736
H -3.467 -1.691 0.912
H -3.163 -0.303 3.877
H -2.262 -1.950 3.509
H -1.890 -0.216 1.205
H -0.175 1.259 2.675
H -1.715 1.331 3.777
H -3.105 2.152 1.499
H -0.475 4.055 2.111
H -1.966 3.870 3.350
H -2.225 4.616 1.606
H -0.422 1.744 0.337
H -3.631 -4.461 1.224
H -4.218 -5.066 -0.985
H -6.176 -4.924 -0.764
H -5.208 -6.374 -0.052
H -5.733 -4.739 3.297
H -6.041 -6.239 2.099
H -4.268 -7.316 3.311
H -3.011 -6.190 2.472
H -2.721 -5.940 5.118
H -3.747 -4.358 4.618
H -4.584 -5.867 5.411
H -9.164 -1.725 -0.074
H -8.555 -2.442 -1.713
H -9.373 -0.092 -1.978
H -7.531 -0.057 -2.374
H -8.943 1.857 -0.629
H -8.618 0.590 0.732
H -5.671 1.683 -1.960
H -5.912 3.317 -1.045
H -7.383 2.466 -2.043
C 2.873 -0.467 -1.012
C 2.914 1.043 -1.244
N 3.151 1.822 -0.026
C 2.899 3.257 -0.197
C 3.795 4.020 -1.168
C 4.357 1.486 0.734
C 5.698 1.578 0.012
H 2.141 -0.730 -0.242
H 2.585 -0.976 -1.937
H 3.850 -0.859 -0.715
H 1.936 1.324 -1.657
H 3.656 1.263 -2.017
H 2.938 3.752 0.782
H 1.860 3.380 -0.529
H 4.790 4.188 -0.753
H 3.362 5.007 -1.365
H 3.895 3.512 -2.131
H 4.247 0.465 1.116
H 4.403 2.105 1.640
H 5.673 1.122 -0.982
H 6.461 1.047 0.591
H 6.036 2.611 -0.085
C 8.911 2.310 -6.473
C 7.580 3.059 -6.432
N 6.507 2.321 -5.761
C 5.179 2.903 -5.980
C 4.918 4.298 -5.420
C 6.779 1.884 -4.390
C 7.142 2.954 -3.364
H 8.794 1.317 -6.919
H 9.631 2.868 -7.080
H 9.345 2.197 -5.475
H 7.287 3.236 -7.476
H 7.740 4.042 -5.981
H 4.413 2.219 -5.590
H 4.997 2.934 -7.061
H 4.794 4.283 -4.336
H 3.987 4.693 -5.841
H 5.713 5.005 -5.675
H 7.595 1.153 -4.420
H 5.923 1.311 -4.012
H 7.877 3.668 -3.744
H 7.581 2.478 -2.481
H 6.263 3.503 -3.025
C 13.367 0.822 -0.960
C 12.036 1.571 -0.919
N 10.963 0.833 -0.248
C 9.635 1.415 -0.467
C 9.375 2.810 0.093
C 11.235 0.396 1.122
C 11.598 1.465 2.148
H 13.250 -0.171 -1.406
H 14.087 1.380 -1.567
H 13.801 0.709 0.038
H 11.743 1.747 -1.963
H 12.197 2.554 -0.468
H 8.869 0.731 -0.077
H 9.453 1.446 -1.548
H 9.250 2.795 1.177
H 8.443 3.205 -0.328
H 10.169 3.517 -0.162
H 12.051 -0.335 1.093
H 10.379 -0.177 1.501
H 12.333 2.180 1.769
H 12.037 0.990 3.032
H 10.719 2.015 2.488

Results
Molar mass ... 778.22 u
HOMO level ... -8.047 eV
ΔE to the lowest compared entry with this formula, charge and spin ... 13.659 eV
E_LUMO ... -1.2231 eV
Spin multiplicity ... 1
E ... -2450.82566 Eh
Orbital gap ... 6.8239 eV

Atomic partial charges in e from the Löwdin method, atoms 1 to 5: atom 1 (C): -0.136, atom 2 (C): -0.244, atom 3 (C): -0.159, atom 4 (C): -0.290, atom 5 (C): -0.053

---

3.
A cluster of 7 separate species, C41H94IN2O6 in total, computed with wB97M-V/def2-TZVPD.

Positions of all 144 atoms, in Å:
C 1.965 -2.625 -1.263
C 1.849 -1.529 -2.317
C 0.455 -1.360 -2.949
C -0.201 -2.680 -3.395
C -1.034 -2.662 -4.694
C -1.552 -1.317 -5.183
C -2.533 -0.682 -4.205
C -3.009 0.716 -4.687
C -3.160 1.626 -3.526
N -4.179 1.570 -2.731
C -4.096 2.433 -1.519
C -4.455 1.636 -0.276
C -5.895 1.081 -0.283
C -5.971 -0.410 -0.614
I -6.803 1.427 1.629
C -2.616 2.858 -1.587
C -2.216 2.680 -3.059
C -0.703 2.483 -3.352
N 0.076 2.340 -2.132
C 1.457 2.834 -2.269
H 3.003 -2.693 -0.921
H 1.354 -2.411 -0.382
H 1.714 -3.619 -1.645
H 2.583 -1.685 -3.113
H 2.106 -0.580 -1.833
H -0.190 -0.871 -2.200
H 0.556 -0.673 -3.794
H 0.591 -3.424 -3.532
H -0.815 -3.061 -2.572
H -1.908 -3.308 -4.544
H -0.466 -3.127 -5.505
H -0.742 -0.603 -5.378
H -2.046 -1.473 -6.150
H -2.056 -0.600 -3.222
H -3.415 -1.311 -4.073
H -3.979 0.620 -5.186
H -2.306 1.132 -5.406
H -4.953 0.952 -2.932
H -4.768 3.286 -1.643
H -3.745 0.802 -0.216
H -4.282 2.272 0.590
H -6.500 1.654 -0.990
H -6.922 -0.840 -0.291
H -5.178 -0.954 -0.100
H -5.901 -0.595 -1.691
H -2.458 3.884 -1.251
H -2.007 2.225 -0.939
H -2.553 3.575 -3.603
H -0.567 1.634 -4.034
H -0.343 3.368 -3.882
H 0.133 1.353 -1.907
H 2.115 2.309 -1.581
H 1.857 2.679 -3.278
H 1.491 3.900 -2.030
C -6.381 3.837 4.846
C -5.440 2.813 5.459
O -5.275 2.936 6.855
C -6.454 2.784 7.629
C -7.126 1.430 7.478
H -6.075 4.850 5.108
H -6.365 3.732 3.760
H -7.412 3.697 5.176
H -4.437 2.942 5.049
H -5.764 1.797 5.196
H -7.164 3.589 7.411
H -6.124 2.921 8.659
H -7.534 1.278 6.477
H -7.953 1.349 8.182
H -6.416 0.627 7.682
C -9.953 -0.997 1.722
C -9.461 -1.285 3.131
O -10.245 -0.696 4.148
C -11.598 -1.115 4.207
C -11.776 -2.602 4.459
H -10.068 0.078 1.570
H -9.234 -1.377 0.995
H -10.913 -1.473 1.516
H -8.467 -0.857 3.268
H -9.364 -2.366 3.286
H -12.134 -0.814 3.299
H -12.026 -0.545 5.031
H -11.420 -3.208 3.624
H -12.832 -2.827 4.602
H -11.232 -2.904 5.355
C 7.279 3.625 -0.302
C 6.089 3.818 -1.225
O 4.926 3.114 -0.816
C 4.418 3.468 0.456
C 3.988 4.921 0.570
H 7.490 2.564 -0.169
H 8.162 4.103 -0.727
H 7.113 4.062 0.683
H 6.317 3.424 -2.215
H 5.869 4.884 -1.348
H 5.136 3.223 1.247
H 3.553 2.820 0.605
H 4.833 5.606 0.496
H 3.509 5.092 1.534
H 3.280 5.174 -0.221
C 5.932 -7.494 -0.140
C 5.553 -6.115 -0.650
O 4.363 -5.595 -0.085
C 4.374 -5.419 1.320
C 5.436 -4.452 1.815
H 5.102 -8.190 -0.265
H 6.789 -7.872 -0.698
H 6.209 -7.480 0.915
H 5.351 -6.161 -1.721
H 6.385 -5.415 -0.511
H 4.470 -6.384 1.830
H 3.382 -5.032 1.557
H 6.445 -4.832 1.658
H 5.311 -4.283 2.885
H 5.350 -3.494 1.300
C 3.836 -3.378 -7.452
C 3.738 -2.559 -6.176
O 3.278 -3.289 -5.053
C 4.086 -4.386 -4.653
C 5.495 -3.998 -4.243
H 2.886 -3.869 -7.665
H 4.089 -2.728 -8.290
H 4.608 -4.146 -7.387
H 3.006 -1.760 -6.306
H 4.699 -2.079 -5.957
H 4.110 -5.151 -5.437
H 3.560 -4.818 -3.801
H 6.081 -3.620 -5.082
H 6.016 -4.869 -3.846
H 5.470 -3.228 -3.470
C 9.572 3.296 5.866
C 9.212 4.130 4.649
O 8.770 3.371 3.538
C 7.607 2.596 3.746
C 6.373 3.410 4.102
H 10.299 2.528 5.601
H 10.007 3.935 6.635
H 8.701 2.804 6.302
H 10.095 4.657 4.288
H 8.471 4.893 4.915
H 7.782 1.821 4.501
H 7.443 2.081 2.798
H 6.464 3.893 5.076
H 5.496 2.762 4.135
H 6.205 4.189 3.356

Results
Molar mass ... 838.12 u
Net charge ... +1
HOMO level ... -10.870 eV
E_LUMO ... -3.2535 eV
Spin multiplicity ... 1
E ... -2476.87433 Eh
Orbital gap ... 7.6168 eV

Atomic partial charges in e from the Löwdin method, atoms 1 to 5: atom 1 (C): -0.101, atom 2 (C): -0.249, atom 3 (C): -0.225, atom 4 (C): -0.185, atom 5 (C): -0.189